[1]
Here is C19H21F2IN5O2STa as an isolated structure from OMol25. Energies are from ωB97M-V/def2-TZVPD.

The relative energy (zero: lowest compared OMol25 entry of this formula, charge and spin) is 25.9 kJ/mol. For the HOMO-LUMO gap, the calculation gives 7.496 eV. The net charge is +2. The LUMO energy comes out at -6.699 eV. The total energy comes out at -57497.083 eV. The value obtained for the HOMO energy is -14.1947 eV.

Geometry (Å):
Ta (11.0530, 11.8275, 8.1597)
N (9.9064, 11.8572, 10.0638)
C (10.4906, 11.2925, 11.3621)
C (11.1773, 12.3796, 12.2040)
C (12.6936, 12.4655, 12.2724)
C (13.2963, 12.8550, 10.9007)
N (12.9465, 11.9537, 9.7269)
H (9.5292, 12.7668, 10.2961)
H (9.0771, 11.3121, 9.7560)
H (11.0974, 10.4582, 11.0104)
H (9.7019, 10.9296, 11.9239)
H (10.7647, 12.2805, 13.2517)
H (10.8631, 13.3393, 11.7463)
H (13.1682, 11.5702, 12.6496)
H (12.9000, 13.2051, 13.0580)
H (14.3694, 12.8546, 11.0012)
H (13.0928, 13.8845, 10.5915)
H (13.1044, 10.9510, 9.9485)
H (13.6822, 12.1458, 9.0371)
N (6.7956, 16.2733, 9.3754)
C (7.9254, 16.1877, 9.1503)
C (9.2153, 15.8606, 8.6176)
C (10.1958, 16.8252, 8.2937)
C (11.5289, 16.3840, 8.1671)
C (11.8215, 15.0406, 8.2454)
N (10.8939, 14.1481, 8.5562)
C (9.6482, 14.5387, 8.7401)
H (9.9262, 17.8449, 8.1541)
H (12.3820, 17.0312, 7.9534)
H (12.8390, 14.7041, 8.1180)
H (8.8748, 13.8260, 8.8187)
S (11.3905, 9.2904, 8.4622)
C (9.7999, 8.8852, 8.9380)
N (8.6907, 8.7462, 9.2246)
F (13.7577, 13.0281, 6.8491)
C (12.4620, 12.6797, 6.6571)
F (12.4245, 11.2314, 6.5477)
H (12.0839, 13.0391, 5.7173)
I (4.3439, 5.5731, 4.2168)
C (4.7634, 6.6985, 6.0062)
C (3.8335, 6.6415, 7.0236)
C (4.0836, 7.2932, 8.1711)
C (5.3107, 8.0066, 8.2710)
C (6.2470, 8.1073, 7.1928)
C (5.9944, 7.3663, 6.0552)
C (5.5376, 8.7732, 9.4043)
O (5.5809, 9.5070, 10.2347)
O (9.6616, 12.0267, 7.1912)
H (2.9567, 6.0683, 6.9120)
H (3.3816, 7.2342, 9.0125)
H (7.1411, 8.6643, 7.3760)
H (6.6577, 7.4216, 5.1610)

Force components x, y, z for each atom (eV/Å):
1.351 0.616 -0.488
-0.479 -0.476 0.421
1.224 0.584 -1.736
-0.588 0.045 0.463
-0.344 0.233 -0.872
0.371 -0.061 0.338
0.397 -0.295 0.050
-0.063 0.194 0.035
0.501 0.059 0.547
0.207 0.005 0.560
-1.655 -0.956 0.926
0.393 0.395 -1.174
-0.149 -0.148 0.690
-0.024 -0.535 -0.098
0.309 0.160 -0.593
0.508 -0.204 0.074
-0.559 -0.151 0.166
-0.018 0.799 0.255
-0.070 -0.035 0.146
0.853 0.125 0.295
-1.340 -0.246 -1.208
1.860 0.689 1.056
0.511 -1.363 0.237
-0.354 0.484 -0.559
0.276 0.793 0.672
-0.295 -1.633 -0.252
-0.558 1.549 -0.643
-0.089 0.676 0.089
-0.605 0.165 0.013
-0.003 -0.085 -0.004
-0.545 -0.920 0.414
-0.714 -0.130 0.191
0.656 0.694 -0.323
-0.246 -0.080 0.150
-0.542 -0.171 0.057
-0.132 -0.373 0.691
0.198 -0.351 -0.039
0.122 0.296 -0.444
0.210 0.692 1.037
0.570 -1.216 -2.329
0.271 -0.084 -0.497
0.438 0.650 1.774
0.166 0.089 -0.389
-0.588 -0.935 0.695
-0.119 0.913 -0.365
-0.592 -0.887 -2.026
0.417 0.987 1.771
-0.424 -0.224 -0.040
-0.907 -0.494 -0.157
0.379 0.152 -0.344
0.391 0.232 -0.233
-0.579 -0.222 1.000

Results of the Löwdin charge analysis, in e, for atoms 1 through 6: 1.464 -0.098 -0.183 -0.171 -0.171 -0.190


[2]
Here is a 12-piece molecular cluster, C60H144O36P8 overall from OMol25. Energies are from ωB97M-V/def2-TZVPD.

For the HOMO-LUMO gap, the calculation gives 10.013 eV. The net charge is 0. The LUMO energy comes out at 0.477 eV. The total energy comes out at -212595.908 eV. The value obtained for the HOMO energy is -9.5360 eV.

Geometry (Å):
C (-6.9072, -5.8752, 3.6204)
C (-5.9206, -5.6477, 2.4677)
O (-4.9385, -6.6861, 2.5377)
P (-4.0066, -6.8779, 1.1487)
O (-4.7267, -7.0924, -0.1508)
O (-3.0977, -5.5177, 1.1946)
C (-1.9032, -5.4417, 0.4284)
C (-1.5305, -3.9592, 0.1601)
O (-3.0600, -8.1065, 1.6066)
C (-2.3738, -8.2090, 2.8165)
C (-1.1515, -9.1548, 2.6601)
H (-7.8221, -5.2827, 3.6233)
H (-7.2810, -6.8981, 3.6671)
H (-6.4089, -5.5710, 4.5408)
H (-6.4983, -5.6010, 1.5446)
H (-5.3910, -4.7144, 2.6591)
H (-1.1318, -5.9945, 0.9645)
H (-2.0196, -6.0076, -0.4959)
H (-0.9004, -3.7672, -0.7083)
H (-2.4356, -3.3959, -0.0671)
H (-1.0961, -3.4796, 1.0372)
H (-2.0214, -7.2105, 3.0750)
H (-3.0868, -8.5078, 3.5849)
H (-0.4604, -9.3073, 3.4891)
H (-1.4204, -10.1463, 2.2958)
H (-0.5066, -8.7360, 1.8876)
C (-5.6468, 3.2995, 3.3030)
C (-4.4590, 2.4510, 2.8531)
O (-4.9072, 1.2623, 2.3434)
P (-4.5836, -0.1820, 3.0411)
O (-4.9125, -1.3628, 2.1604)
O (-3.0383, -0.1027, 3.6025)
C (-1.9387, -0.1791, 2.6938)
C (-1.2612, -1.5237, 2.8271)
O (-5.4927, -0.0616, 4.4014)
C (-6.9463, -0.2584, 4.3315)
C (-7.5689, 0.0456, 5.6873)
H (-5.4784, 4.3697, 3.1831)
H (-6.5351, 3.1303, 2.6945)
H (-5.9797, 3.0122, 4.3004)
H (-3.9542, 2.9235, 2.0105)
H (-3.7743, 2.3987, 3.6996)
H (-2.2679, -0.1022, 1.6576)
H (-1.3209, 0.6995, 2.8797)
H (-1.0018, -1.5845, 3.8840)
H (-1.9659, -2.3397, 2.6671)
H (-0.3577, -1.6494, 2.2305)
H (-7.3294, 0.3643, 3.5230)
H (-7.0053, -1.2933, 3.9946)
H (-8.4909, -0.5299, 5.7695)
H (-6.9359, -0.2654, 6.5184)
H (-7.7923, 1.1032, 5.8276)
C (1.3892, 0.9410, -4.9420)
C (1.5142, 2.3587, -5.6105)
O (2.1430, 2.2308, -6.8576)
P (3.1959, 3.2683, -7.4457)
O (4.1457, 2.7497, -8.4627)
O (2.2637, 4.4720, -8.0208)
C (1.7370, 4.4121, -9.3455)
C (1.9381, 5.7822, -9.9098)
O (3.8991, 3.9173, -6.1106)
C (5.0194, 4.7494, -6.2878)
C (4.7456, 6.0044, -7.1653)
H (1.0313, 1.1838, -3.9415)
H (0.6994, 0.3121, -5.5048)
H (2.2941, 0.3664, -4.7442)
H (0.5593, 2.8438, -5.8129)
H (1.9633, 2.9772, -4.8333)
H (2.1445, 3.6083, -9.9587)
H (0.6777, 4.1657, -9.2722)
H (1.7364, 6.0167, -10.9550)
H (1.4885, 6.5343, -9.2615)
H (3.0204, 5.8865, -9.8325)
H (5.3878, 5.1268, -5.3340)
H (5.8760, 4.1603, -6.6154)
H (4.8359, 5.7821, -8.2286)
H (3.7338, 6.4036, -7.0932)
H (5.3978, 6.8537, -6.9616)
C (-6.2771, 7.9510, 0.0429)
C (-5.6115, 7.8646, -1.3230)
O (-4.4672, 7.0424, -1.1329)
P (-3.2510, 6.9058, -2.1411)
O (-3.6428, 6.4613, -3.5036)
O (-2.6339, 8.3655, -1.9676)
C (-2.1659, 9.0825, -3.0848)
C (-3.2778, 9.9134, -3.6487)
O (-2.1755, 6.0669, -1.3319)
C (-2.3269, 4.6618, -1.3086)
C (-0.9233, 4.0258, -1.4710)
H (-7.2233, 8.4826, -0.0587)
H (-6.3959, 6.9280, 0.3999)
H (-5.6390, 8.4841, 0.7476)
H (-6.2093, 7.3695, -2.0883)
H (-5.2223, 8.8531, -1.5668)
H (-1.2756, 9.6630, -2.8429)
H (-1.7930, 8.3371, -3.7872)
H (-4.1352, 9.3633, -4.0362)
H (-3.6777, 10.6071, -2.9090)
H (-2.9980, 10.6099, -4.4392)
H (-2.7685, 4.2446, -0.4036)
H (-2.9759, 4.2655, -2.0896)
H (-0.6260, 3.9873, -2.5190)
H (-0.1384, 4.4923, -0.8756)
H (-0.9672, 2.9598, -1.2478)
C (1.8330, -4.6358, 1.3178)
C (1.0861, -5.0809, 2.5740)
O (1.8471, -4.9156, 3.7478)
P (1.8390, -5.9733, 4.9765)
O (2.4671, -5.5098, 6.2437)
O (0.2679, -6.2775, 5.1264)
C (-0.6804, -5.3276, 5.5538)
C (-1.3177, -5.9378, 6.7954)
O (2.4714, -7.3465, 4.3686)
C (2.6831, -8.4702, 5.1244)
C (4.0676, -8.4486, 5.8019)
H (2.6860, -5.2827, 1.1131)
H (1.2124, -4.6809, 0.4229)
H (2.1804, -3.6222, 1.5179)
H (0.1209, -4.5858, 2.6810)
H (0.8156, -6.1267, 2.4286)
H (-0.2778, -4.3404, 5.7806)
H (-1.4154, -5.1329, 4.7728)
H (-0.5776, -6.0778, 7.5833)
H (-2.0472, -5.3121, 7.3095)
H (-1.7277, -6.9325, 6.6206)
H (1.8831, -8.6339, 5.8464)
H (2.7242, -9.3158, 4.4378)
H (4.1348, -7.4803, 6.2978)
H (4.1689, -9.2167, 6.5687)
H (4.9551, -8.5425, 5.1762)
C (3.0509, -1.6421, 4.1165)
C (2.2843, -1.8162, 5.4426)
O (1.6055, -0.6177, 5.6835)
P (0.4183, -0.5458, 6.8301)
O (-0.2165, -1.8665, 7.1571)
O (1.1554, 0.1357, 8.0922)
C (0.6356, 0.2414, 9.3966)
C (1.8186, 0.3141, 10.3315)
O (-0.6014, 0.6081, 6.2944)
C (-0.1458, 1.9556, 6.2155)
C (-1.2512, 2.7618, 5.5124)
H (3.8286, -0.8801, 4.1666)
H (3.6670, -2.5198, 3.9207)
H (2.3257, -1.4744, 3.3203)
H (1.5441, -2.5978, 5.2718)
H (2.8931, -2.2074, 6.2578)
H (0.1116, 1.1843, 9.5533)
H (-0.0156, -0.5942, 9.6531)
H (1.4502, 0.2967, 11.3573)
H (2.4568, -0.5447, 10.1237)
H (2.3557, 1.2625, 10.3255)
H (0.0106, 2.4311, 7.1838)
H (0.7506, 2.1295, 5.6201)
H (-2.1813, 2.6374, 6.0670)
H (-1.0957, 3.8375, 5.5952)
H (-1.4049, 2.4852, 4.4694)
C (-5.4231, -0.1577, -7.2972)
C (-5.3359, 0.1995, -5.8265)
O (-4.0060, 0.7395, -5.5960)
P (-2.9941, 0.0150, -4.5108)
O (-1.7110, 0.7098, -4.2724)
O (-3.8590, -0.2181, -3.2177)
C (-4.4360, 0.9400, -2.6536)
C (-4.6765, 0.8201, -1.1312)
O (-2.8250, -1.4585, -5.1995)
C (-1.7640, -2.2921, -4.7930)
C (-2.1455, -3.2786, -3.6387)
H (-6.3623, -0.6696, -7.5069)
H (-5.4164, 0.7733, -7.8641)
H (-4.6522, -0.8569, -7.6212)
H (-6.0722, 0.9821, -5.6434)
H (-5.6267, -0.6286, -5.1800)
H (-3.8306, 1.8417, -2.7465)
H (-5.4136, 1.0280, -3.1275)
H (-5.5301, 0.1662, -0.9530)
H (-3.8190, 0.4331, -0.5807)
H (-4.9289, 1.7881, -0.6982)
H (-1.5497, -2.8748, -5.6889)
H (-0.8887, -1.6497, -4.6967)
H (-2.4066, -2.7290, -2.7344)
H (-3.0354, -3.8176, -3.9639)
H (-1.4155, -4.0050, -3.2816)
C (2.5997, 2.3466, -1.2332)
C (3.3678, 3.2080, -2.2701)
O (4.0044, 2.4010, -3.3733)
P (4.9648, 1.0917, -2.9955)
O (4.1969, -0.1027, -2.5724)
O (5.7887, 0.8911, -4.3464)
C (5.2527, 0.4135, -5.5476)
C (6.2801, 0.5814, -6.6913)
O (6.0012, 1.6628, -1.9155)
C (6.7655, 2.8562, -2.2188)
C (8.0437, 2.4765, -2.8367)
H (2.0366, 1.5345, -1.6931)
H (3.2652, 1.8820, -0.5057)
H (2.0187, 3.0352, -0.6198)
H (2.7132, 3.8984, -2.8022)
H (4.0795, 3.7757, -1.6708)
H (4.8720, -0.6074, -5.5186)
H (4.3989, 1.0639, -5.7379)
H (7.1032, -0.1215, -6.5629)
H (5.8948, 0.4957, -7.7073)
H (6.7007, 1.5840, -6.6136)
H (6.1478, 3.5419, -2.7989)
H (6.9743, 3.4467, -1.3268)
H (8.5685, 1.7748, -2.1885)
H (7.8791, 2.0783, -3.8379)
H (8.6685, 3.3265, -3.1111)
C (5.2436, 0.0772, 1.6220)
C (5.6153, -1.2293, 1.0664)
C (6.8860, -1.2929, 0.2706)
O (4.8397, -2.1995, 1.2047)
H (5.7745, 0.3824, 2.5236)
H (4.1706, 0.0468, 1.8116)
H (5.3334, 0.8102, 0.8203)
H (6.8658, -2.1295, -0.4277)
H (7.7617, -1.3922, 0.9120)
H (7.0948, -0.3865, -0.2977)
C (-0.3506, -0.7007, -1.3259)
C (0.3494, 0.0437, -0.1988)
C (1.6463, -0.6635, 0.2857)
O (-0.1346, 1.0228, 0.3459)
H (-1.4300, -0.5512, -1.2992)
H (-0.1366, -1.7617, -1.1973)
H (0.0840, -0.3185, -2.2496)
H (2.4379, -0.3887, -0.4114)
H (1.4755, -1.7361, 0.1945)
H (1.8269, -0.2596, 1.2819)
C (4.1683, 2.9516, 3.0691)
C (3.0296, 3.4387, 2.2371)
C (1.6224, 2.9442, 2.4483)
O (3.3543, 4.2525, 1.4000)
H (5.0131, 2.7685, 2.4051)
H (3.9330, 2.0227, 3.5887)
H (4.3561, 3.7499, 3.7870)
H (1.0206, 2.9739, 1.5400)
H (1.1871, 3.6223, 3.1823)
H (1.4977, 1.9658, 2.9124)
C (3.5193, -3.3033, -2.2290)
C (2.5452, -3.0916, -3.3750)
C (3.0457, -2.8180, -4.7864)
O (1.3356, -3.2147, -3.1531)
H (4.5102, -2.9428, -2.5054)
H (3.6442, -4.3818, -2.1324)
H (3.0886, -2.8126, -1.3562)
H (3.7839, -3.5061, -5.1983)
H (3.4539, -1.8103, -4.8634)
H (2.2273, -2.8174, -5.5064)

Force components x, y, z for each atom (eV/Å):
0.152 0.160 0.389
-1.082 0.570 1.120
1.441 -0.540 -2.778
-1.037 0.096 0.576
1.405 0.232 2.430
-1.111 -1.087 0.591
0.764 0.268 -0.830
-0.695 -0.287 0.252
-1.305 0.668 -2.169
1.229 0.063 1.434
-0.193 0.222 -0.852
0.156 0.411 -0.652
0.441 -0.155 0.045
0.012 -0.522 0.234
0.556 -0.259 -0.356
-0.177 0.224 -0.388
0.277 0.254 0.217
-0.218 0.249 -0.295
0.296 -0.594 0.086
-0.267 -0.131 0.111
0.094 -0.199 -0.084
0.192 0.077 0.315
0.154 -0.228 0.099
-0.609 0.383 0.549
-0.337 0.030 0.070
-0.052 0.126 -0.229
-0.633 -0.064 -0.282
-0.074 2.566 0.280
0.111 -3.784 -0.263
-0.662 -0.805 -0.008
0.691 2.422 1.468
-2.743 0.116 0.075
-0.047 -0.210 -1.450
0.001 0.192 1.420
1.550 0.213 -0.738
1.202 -0.350 -0.396
0.067 -0.273 -0.237
0.327 0.000 0.517
0.145 -0.299 -0.425
0.287 0.325 0.220
0.237 0.367 0.171
0.232 -0.518 -0.128
-0.324 0.326 -0.079
0.253 -0.285 0.153
0.413 -0.298 0.128
-0.050 0.156 -0.329
-0.106 0.179 -0.109
-0.168 0.152 0.111
-0.666 -0.078 0.321
-0.135 0.147 -0.001
0.171 -0.105 -0.202
0.022 -0.020 -0.152
-0.509 1.209 -0.276
-0.960 -1.434 1.809
2.145 0.514 -0.908
0.333 0.794 -0.255
-0.990 0.196 1.124
0.982 -1.017 0.969
-1.480 -0.406 -0.540
1.348 0.608 -0.041
-1.564 -0.889 -1.229
1.040 1.695 -0.297
-0.060 -0.339 -0.546
-0.604 -0.381 -0.013
-0.141 0.065 0.298
0.444 0.503 -0.499
-0.380 -0.504 0.207
0.898 0.277 -0.703
0.596 0.139 0.170
-0.171 0.025 0.230
-0.556 -0.568 0.054
-0.091 -0.037 -0.085
0.169 0.539 -0.001
-0.730 -0.252 0.514
-0.142 -0.054 -0.668
0.217 -0.172 -0.032
-0.103 -0.318 0.540
0.319 -0.298 0.241
0.045 -0.203 -0.553
0.583 0.130 0.669
0.906 -1.268 0.485
-0.912 0.813 -0.309
0.763 0.390 1.232
-0.024 -0.362 0.530
0.520 -0.397 -1.301
-0.690 1.203 -0.336
-0.950 0.275 -0.232
1.477 -2.120 -0.117
-0.647 -0.512 -0.593
-0.108 -0.180 0.206
-0.382 0.112 0.162
0.014 0.013 -0.095
-0.259 0.537 -0.063
-0.428 0.093 -0.648
-0.259 0.183 0.546
-0.151 0.143 -0.486
0.229 -0.437 0.098
0.028 -0.177 0.464
0.525 -0.300 -0.248
-0.033 0.833 0.529
0.016 0.453 -0.411
0.090 0.600 -0.128
-0.230 0.109 0.082
-0.093 -0.023 0.528
0.180 0.192 0.822
-0.847 -1.140 -1.372
1.222 -0.619 1.482
-0.186 0.317 0.522
-0.486 -0.263 -1.806
1.543 -0.976 -1.084
-1.055 0.462 1.219
0.069 0.145 0.792
-1.435 3.420 -1.126
1.681 -2.265 0.957
-0.306 0.695 0.763
0.124 0.091 0.246
-0.252 0.185 0.188
0.196 0.083 -0.444
0.082 0.466 0.111
0.075 -0.293 0.244
0.512 -0.083 0.158
-0.034 -0.410 -0.259
0.454 0.001 -0.228
-0.320 0.152 -0.543
-0.191 0.126 -0.307
0.029 0.027 0.117
-0.547 -0.037 -0.157
0.189 -0.012 0.216
-0.270 -0.090 0.011
-0.415 -0.010 -0.547
0.377 -0.402 1.034
0.422 -1.709 -1.612
-2.141 1.890 2.232
0.052 -1.285 0.123
0.722 2.252 -0.829
0.074 -0.189 -1.973
0.184 0.539 1.062
-0.137 -0.269 0.625
1.451 -1.241 0.381
-0.916 1.764 -0.970
-0.351 -0.054 0.712
-0.422 0.575 0.041
-0.500 -0.383 -0.188
0.303 0.082 -0.128
-0.074 -0.129 0.042
0.189 0.603 0.220
-0.532 0.000 -0.548
0.013 -0.056 -0.218
-0.069 -0.494 0.128
0.259 0.200 0.307
0.166 -0.103 -0.717
0.083 -0.524 0.293
0.350 -0.778 0.102
-0.187 -0.387 -0.152
0.526 0.030 -0.225
0.085 -0.071 0.080
-0.393 -0.233 0.047
-0.011 0.059 -0.689
0.886 -0.917 1.828
0.359 -0.347 -2.427
-1.115 -0.184 -0.313
0.364 -0.761 0.107
-0.996 0.882 1.888
-0.239 -0.642 -0.508
-1.554 1.942 1.067
1.177 -1.487 -0.077
-0.289 1.125 -0.160
-0.228 0.122 0.078
0.263 -0.209 -0.235
0.242 0.298 0.117
0.231 0.272 0.225
0.589 -0.152 0.141
0.174 -0.137 -0.800
0.077 0.579 -0.104
0.129 -0.141 0.202
0.086 -0.032 -0.160
0.025 0.122 -0.211
-0.005 -0.238 0.022
0.147 -0.262 0.835
-0.213 0.247 -0.024
-0.024 -0.037 0.049
0.441 0.183 -0.721
0.552 0.396 -0.472
-0.201 -1.577 0.136
0.932 -0.638 1.659
-1.816 0.996 -0.577
0.814 0.847 0.067
0.935 0.274 2.032
-0.980 0.551 -2.272
0.192 0.177 0.924
-0.418 -0.294 -0.366
-0.619 0.989 0.296
0.867 -0.093 -1.524
-0.287 0.367 -0.045
0.371 -0.083 -0.207
-0.437 -0.126 -0.273
0.057 -0.167 -0.004
0.470 0.070 -0.530
0.314 -0.047 0.489
-0.189 -0.143 -0.418
0.017 -0.080 -0.008
-0.432 -0.159 0.293
0.019 0.077 -0.027
0.031 -0.230 -0.482
-0.353 -0.621 0.614
0.177 0.046 -0.244
-0.104 -0.710 0.220
0.110 0.311 0.752
-1.188 0.930 -0.140
-1.507 -2.549 -0.043
0.393 -0.333 -0.431
1.987 1.846 -0.476
0.188 -0.037 -0.166
0.044 -0.079 0.459
0.481 0.320 0.114
-0.017 -0.066 0.176
-0.066 -0.225 0.303
-0.411 0.146 0.013
0.249 0.353 0.664
-0.437 -0.854 0.499
-1.291 1.323 -0.569
0.629 -0.518 -0.340
0.090 0.279 -0.150
0.059 0.059 -0.439
-0.200 -0.261 -0.302
0.253 -0.078 0.048
0.251 0.061 0.479
0.347 -0.445 0.033
-0.358 -0.836 0.626
0.735 -0.264 -0.660
-0.303 0.266 0.173
-1.031 0.321 -0.534
0.048 0.337 0.223
0.042 0.054 0.241
0.392 -0.135 0.090
0.137 0.121 0.039
-0.217 0.305 0.007
0.509 -0.170 -0.168
0.071 0.276 -1.213
-1.483 -0.697 0.148
-0.468 0.356 -0.402
1.603 0.421 -0.416
-0.080 0.388 0.315
-0.304 -0.102 0.406
0.394 -0.306 0.129
0.221 -0.141 0.540
0.215 -0.023 0.402
-0.301 -0.158 0.285

Results of the Löwdin charge analysis, in e, for atoms 1 through 6: -0.077 -0.281 -0.201 0.547 -0.249 -0.198